194
Properties=species:S:1:pos:R:3:forces:R:3:mulliken_charge:R:1 method="wB97M-V/def2-TZVPD" homo_lumo_gap_ev=6.220 e_lumo_ev=0.46 de_lowest_kj_mol=0.0 e_tot_ev=-72983.730 homo_energy_ev=-5.76
N 2.001 -2.931 -0.761 -0.05 -1.32 -0.14 2.14
H 1.799 -2.115 -0.130 0.10 0.99 0.51 -0.95
H 2.556 -2.678 -1.599 -0.01 -0.42 0.31 0.04
H 0.990 -3.001 -1.055 -1.18 -0.02 -0.64 0.41
H 2.210 -3.828 -0.267 0.57 0.83 -0.38 0.32
N 1.548 0.534 2.642 -0.07 0.68 0.46 2.21
H 2.475 0.212 2.996 -0.28 -0.23 0.01 -0.16
H 1.661 1.540 2.379 -0.01 -0.29 -0.20 0.45
H 0.809 0.445 3.366 0.05 0.08 0.20 0.45
H 1.251 -0.018 1.799 0.17 -0.61 -1.15 0.02
O 1.125 -0.878 0.360 -0.19 0.37 0.72 -0.38
C -0.006 -0.568 -0.402 -0.25 0.77 -0.20 1.33
C -1.068 -1.664 -0.668 0.72 -0.73 0.33 0.01
O -0.630 -2.780 -1.349 0.56 0.36 0.11 -0.98
H 0.249 -0.136 -1.393 0.35 -0.22 -0.18 -0.84
H -0.517 0.298 0.072 -0.40 -0.07 0.16 -0.56
H -1.926 -1.180 -1.167 -0.07 0.36 -0.21 -0.55
H -1.460 -1.933 0.333 -0.16 -0.06 0.35 0.16
C -1.162 -1.911 3.582 0.49 0.35 -0.11 -1.19
C -0.612 -1.127 4.779 -0.52 0.11 0.11 -0.89
N -0.541 0.327 4.639 -0.08 -0.22 -0.76 0.92
C -0.144 0.970 5.896 0.34 0.13 -0.70 -1.03
C 1.318 0.703 6.267 -0.24 0.04 0.87 -1.47
C -1.738 0.954 4.074 -0.68 0.62 0.77 -0.10
C -2.940 0.932 5.031 -0.42 -0.08 -0.25 -1.51
H -1.201 -2.956 3.888 0.01 -0.08 -0.23 0.52
H -0.547 -1.806 2.683 0.21 -0.13 0.10 -0.06
H -2.154 -1.612 3.244 -0.12 0.04 0.42 0.30
H -1.242 -1.365 5.650 0.10 -0.13 0.13 0.57
H 0.412 -1.422 5.021 -0.10 -0.41 -0.06 0.54
H -0.813 0.687 6.715 0.01 0.04 0.11 0.38
H -0.278 2.031 5.672 0.07 0.14 0.45 0.51
H 1.474 -0.259 6.761 -0.09 -0.35 -0.64 0.44
H 1.635 1.355 7.086 -0.11 0.48 -0.31 0.54
H 1.982 0.847 5.416 0.09 -0.14 0.03 0.08
H -1.503 2.006 3.878 0.18 0.02 0.03 0.10
H -2.068 0.579 3.106 0.54 -0.55 0.04 -0.22
H -3.836 1.307 4.534 0.10 0.14 -0.06 0.28
H -3.214 -0.076 5.348 0.25 -0.07 0.08 0.33
H -2.776 1.552 5.911 0.02 -0.05 0.05 0.32
C -7.725 1.313 -1.308 0.73 0.23 0.60 -1.63
C -6.544 1.313 -2.277 -1.13 0.67 -0.74 0.15
N -6.561 0.140 -3.142 1.11 -0.90 0.10 0.10
C -6.208 -1.086 -2.395 -0.73 0.09 0.80 -1.14
C -4.852 -1.113 -1.680 0.68 -0.16 -0.57 -0.18
C -5.642 0.229 -4.282 -0.55 0.98 -0.37 0.26
C -6.176 1.187 -5.349 0.23 0.29 -0.11 -1.36
H -7.660 0.466 -0.625 -0.18 0.07 0.11 0.36
H -8.707 1.332 -1.777 0.14 -0.19 -0.31 0.33
H -7.634 2.237 -0.729 -0.14 -0.11 0.23 0.42
H -6.710 2.213 -2.877 0.12 -0.21 -0.37 0.34
H -5.599 1.545 -1.771 0.14 -0.52 0.20 -0.13
H -7.022 -1.268 -1.689 0.12 0.04 0.18 0.38
H -6.274 -1.936 -3.075 0.14 0.09 -0.18 0.49
H -4.701 -2.003 -1.067 -0.31 -0.05 0.02 0.57
H -4.051 -1.173 -2.423 0.02 0.02 -0.02 0.04
H -4.586 -0.256 -1.059 -0.45 0.10 0.05 -0.11
H -5.530 -0.747 -4.755 -0.15 -0.15 0.20 0.50
H -4.633 0.530 -3.986 0.04 0.11 0.05 -0.27
H -5.386 1.368 -6.081 -0.13 -0.10 -0.17 0.16
H -6.464 2.174 -4.980 0.19 -0.06 0.31 0.29
H -7.075 0.813 -5.841 0.13 -0.27 -0.04 0.41
C -3.006 5.736 0.075 -0.28 -0.07 -0.02 -1.29
C -3.201 5.048 1.424 -0.36 -0.02 -0.53 0.38
N -4.314 4.081 1.456 0.35 1.19 -0.45 0.21
C -4.439 3.560 2.809 -0.08 -0.37 -0.83 0.52
C -5.728 2.805 3.016 -0.26 -1.07 0.64 -1.61
C -4.241 3.088 0.382 -0.95 -0.94 0.54 -2.09
C -3.030 2.167 0.433 1.10 0.72 -0.77 1.91
H -2.834 5.037 -0.745 -0.04 0.06 -0.03 0.03
H -2.180 6.448 0.075 0.12 -0.13 0.25 0.42
H -3.907 6.324 -0.112 -0.04 -0.15 -0.32 0.37
H -2.278 4.546 1.746 0.23 0.25 0.20 -0.31
H -3.473 5.869 2.089 0.26 -0.29 0.50 0.51
H -3.569 2.921 3.017 -0.03 -0.04 0.36 -0.48
H -4.424 4.387 3.520 0.15 0.16 -0.18 0.50
H -5.758 1.784 2.621 0.32 0.15 -0.43 0.35
H -5.839 2.613 4.088 -0.27 0.34 0.04 0.48
H -6.611 3.307 2.623 0.12 0.28 0.12 0.35
H -4.345 3.573 -0.587 0.34 0.19 0.06 0.36
H -5.152 2.483 0.425 -0.05 0.01 0.22 0.24
H -2.906 1.556 1.324 -0.25 0.07 0.07 0.14
H -2.157 2.825 0.335 0.20 -0.13 0.41 -0.66
H -2.879 1.529 -0.440 -0.62 -0.22 0.04 -0.41
C 1.037 4.258 3.507 0.64 0.30 -0.15 -0.72
C 2.122 4.234 2.417 -0.78 0.27 0.82 -0.85
N 1.999 3.123 1.483 0.40 0.37 0.51 0.14
C 3.198 3.125 0.634 -0.36 -0.20 -1.00 -1.15
C 3.187 2.082 -0.484 0.17 -0.32 0.10 -0.96
C 0.759 3.147 0.706 -0.08 0.14 -0.85 1.24
C 0.547 4.380 -0.191 -0.21 -0.06 0.19 -1.25
H 1.227 3.463 4.230 -0.35 -0.16 -0.06 -0.02
H 0.021 4.238 3.116 -0.01 -0.17 0.06 -0.10
H 1.166 5.204 4.038 -0.15 -0.03 0.12 0.51
H 2.112 5.219 1.932 0.09 -0.08 -0.34 0.49
H 3.065 4.176 2.964 0.21 -0.17 -0.33 0.61
H 3.268 4.104 0.142 0.35 0.16 0.18 0.55
H 4.088 2.971 1.244 -0.10 0.13 0.24 0.53
H 4.163 2.031 -0.974 0.04 0.23 0.10 0.65
H 2.992 1.075 -0.110 -0.27 -0.02 0.04 -0.07
H 2.461 2.301 -1.267 -0.08 0.02 0.07 0.28
H -0.134 3.071 1.328 0.28 -0.18 0.40 -0.19
H 0.777 2.231 0.111 -0.18 0.08 -0.09 -0.86
H 0.257 5.252 0.400 0.19 0.06 0.05 0.35
H -0.291 4.207 -0.867 0.05 -0.13 -0.04 0.03
H 1.413 4.640 -0.799 0.02 -0.05 0.00 0.29
C 5.905 -1.147 1.811 0.47 -0.79 -0.43 -1.41
C 4.599 -0.427 2.024 0.13 0.31 -0.30 0.98
N 4.094 -0.508 3.407 0.29 0.24 -0.17 0.52
C 4.920 0.251 4.356 -0.85 -0.19 0.28 -0.86
C 4.894 1.747 4.146 1.27 0.20 -0.77 -1.02
C 3.909 -1.875 3.905 -0.12 -0.02 -0.11 -1.62
C 2.871 -2.656 3.136 -0.59 0.57 -0.28 1.04
H 6.404 -0.864 0.882 -0.20 0.15 -0.03 0.42
H 5.701 -2.217 1.718 0.25 0.04 0.14 0.12
H 6.644 -1.010 2.601 -0.12 0.08 0.11 0.30
H 4.706 0.613 1.712 -0.04 0.19 0.45 0.06
H 3.873 -0.794 1.292 -0.28 -0.25 0.37 -1.06
H 5.960 -0.095 4.387 0.06 -0.02 -0.13 0.51
H 4.504 0.012 5.338 0.07 0.10 0.07 0.52
H 3.934 2.260 4.159 -0.14 -0.25 0.36 -0.08
H 5.350 1.973 3.176 -0.19 0.02 -0.11 0.28
H 5.627 2.185 4.827 -0.45 0.22 0.34 0.51
H 4.847 -2.445 3.932 0.15 0.12 0.06 0.28
H 3.557 -1.760 4.933 0.11 -0.14 0.08 0.49
H 2.782 -3.673 3.511 0.02 0.35 0.20 0.92
H 1.895 -2.171 3.223 -0.07 -0.10 0.13 -0.62
H 3.041 -2.678 2.057 0.24 -0.22 0.08 -0.55
C 1.517 -3.746 -4.306 0.25 0.23 -0.29 -0.66
C 2.990 -3.297 -4.228 -0.97 -0.80 0.36 -0.80
N 3.150 -2.234 -3.235 0.30 -0.51 -0.66 0.03
C 4.550 -1.918 -3.058 1.03 1.37 0.16 -0.97
C 4.836 -0.870 -1.969 -0.53 0.15 0.29 -0.48
C 2.289 -1.079 -3.503 0.65 0.97 0.41 0.41
C 2.462 -0.436 -4.892 -0.41 0.02 0.29 -1.71
H 1.054 -3.987 -3.348 0.21 0.17 0.15 0.11
H 1.402 -4.620 -4.949 0.13 0.05 -0.10 0.52
H 0.938 -2.930 -4.737 -0.25 -0.15 -0.04 -0.16
H 3.594 -4.161 -3.937 0.15 0.14 0.21 0.49
H 3.333 -3.028 -5.234 0.08 0.28 0.00 0.41
H 5.192 -2.784 -2.891 -0.64 -0.45 0.20 0.55
H 5.027 -1.447 -3.933 -0.32 -0.26 -0.49 0.36
H 4.177 -0.900 -1.096 -0.06 -0.43 -0.06 -0.18
H 5.858 -0.961 -1.600 0.07 0.09 -0.17 0.49
H 4.675 0.131 -2.374 0.27 0.02 -0.01 0.21
H 2.484 -0.356 -2.704 0.28 0.12 -0.13 -0.51
H 1.241 -1.295 -3.289 0.00 -0.53 -0.33 0.22
H 1.960 -1.085 -5.610 0.07 0.26 -0.31 0.35
H 3.476 -0.228 -5.235 0.20 -0.45 0.28 0.31
H 1.999 0.552 -4.904 -0.34 -0.14 0.00 0.40
C 0.469 -4.976 1.656 -0.29 -1.12 0.18 -0.99
C 1.284 -5.869 0.691 -0.93 1.65 0.67 -1.05
N 2.653 -5.345 0.484 -0.60 -2.09 0.28 0.00
C 3.237 -6.066 -0.670 0.09 0.79 -0.33 -0.37
C 3.331 -7.581 -0.613 0.22 0.08 0.56 -1.59
C 3.383 -5.555 1.742 0.66 0.52 0.11 -0.11
C 4.825 -5.092 1.649 0.32 -0.08 -0.49 -1.51
H 0.396 -3.937 1.337 0.33 0.06 0.12 -0.01
H 0.768 -5.132 2.694 0.18 0.52 0.04 0.38
H -0.555 -5.362 1.625 -0.05 0.08 -0.06 0.57
H 1.303 -6.892 1.073 -0.08 -0.11 -0.13 0.43
H 0.649 -5.780 -0.194 0.72 -0.42 -0.56 0.44
H 2.650 -5.792 -1.552 -0.23 0.07 0.14 0.12
H 4.206 -5.600 -0.869 0.14 -0.28 0.06 0.54
H 3.785 -7.937 -1.537 -0.03 -0.14 0.04 0.49
H 3.944 -7.900 0.235 0.16 -0.06 -0.12 0.31
H 2.363 -8.058 -0.467 -0.06 0.05 -0.26 0.27
H 3.365 -6.576 2.143 -0.19 -0.28 -0.39 0.46
H 2.919 -4.944 2.511 -0.19 -0.39 -0.39 -0.34
H 5.361 -5.220 2.590 -0.12 0.09 0.10 0.46
H 4.880 -4.048 1.334 -0.08 -0.02 0.14 0.10
H 5.383 -5.654 0.896 0.00 -0.09 0.09 0.42
C -1.342 -0.646 -4.957 0.87 0.17 0.61 -0.86
C -1.116 0.780 -5.477 -0.60 -1.05 -0.46 -0.73
N -2.229 1.630 -5.084 -0.29 0.24 -1.00 0.84
C -2.247 2.891 -5.822 0.00 0.48 0.25 -0.54
C -2.498 2.721 -7.313 -0.83 -0.78 -0.08 -1.28
C -2.408 1.776 -3.659 0.96 0.46 0.75 -0.84
C -1.239 2.500 -2.950 -0.37 0.56 -0.24 0.34
H -0.790 -1.427 -5.484 0.32 0.32 -0.15 0.39
H -2.379 -0.973 -5.019 -0.14 0.38 0.24 0.25
H -0.963 -0.637 -3.932 -0.47 -0.64 0.19 -0.02
H -0.144 1.185 -5.169 0.08 -0.08 0.15 0.44
H -1.065 0.675 -6.560 -0.20 0.51 -0.09 0.44
H -3.029 3.542 -5.418 -0.27 -0.31 0.09 0.38
H -1.349 3.503 -5.649 0.35 -0.22 -0.14 0.30
H -2.704 3.656 -7.833 0.48 0.14 0.08 0.42
H -1.752 2.115 -7.824 0.34 0.46 -0.06 0.32
H -3.412 2.135 -7.458 -0.08 0.02 0.23 0.21
H -2.523 0.811 -3.163 -0.12 -0.15 -0.29 -0.47
H -3.315 2.350 -3.459 -0.13 -0.06 -0.16 0.66
H -0.259 2.098 -3.210 -0.04 -0.27 0.24 -0.08
H -1.392 2.501 -1.871 0.19 -0.26 0.03 -0.70
H -1.214 3.553 -3.247 -0.02 0.03 -0.05 0.51

57
Properties=species:S:1:pos:R:3:forces:R:3:mulliken_spin:R:1 method="wB97M-V/def2-TZVPD" homo_lumo_gap_ev="7.395 / 4.214" charge=+3 e_lumo_ev="-9.21 / -13.03" multiplicity=5 e_tot_ev=-49875.974 homo_energy_ev="-16.61 / -17.24"
Pd -0.128 -0.491 0.224 0.61 -0.23 -0.45 1.73
P -2.308 -0.367 -0.565 -2.05 -1.20 -1.57 0.43
C -2.163 -0.231 -2.364 0.97 0.43 0.62 0.03
C -0.923 0.540 -2.707 -0.34 0.16 -0.19 -0.01
N 0.140 0.415 -1.878 -0.09 -0.56 0.19 0.15
C 1.372 0.739 -2.285 0.65 1.04 -0.86 0.02
C 1.569 1.455 -3.470 -0.33 -0.62 0.36 0.02
C 0.462 1.721 -4.287 -0.15 -0.17 0.64 0.00
C -0.797 1.262 -3.902 0.22 -0.29 0.12 0.01
C 2.558 0.329 -1.442 -0.42 0.19 0.72 0.00
P 2.116 -1.048 -0.302 0.56 -0.36 -1.90 0.39
H -1.689 1.404 -4.517 0.42 -0.04 0.09 0.00
H 2.581 1.749 -3.728 -0.17 -0.02 -0.19 0.00
H 0.590 2.247 -5.219 0.00 0.15 -0.11 0.00
H 3.415 -0.001 -2.048 -0.27 0.17 0.09 0.01
H 2.896 1.151 -0.799 0.06 0.03 -0.21 0.00
H -2.056 -1.410 -2.936 0.08 1.15 0.92 0.00
H -3.036 0.188 -2.826 -0.65 0.35 -0.11 0.02
H -1.334 -3.050 -2.530 -0.49 -0.15 -1.19 0.00
O -1.688 -2.580 -3.356 -0.61 -0.49 -1.39 0.00
H -2.235 -3.040 -4.041 0.77 0.08 1.16 0.00
H -0.304 -2.661 -0.721 0.68 0.25 0.95 -0.03
O -0.556 -3.320 -1.346 -0.24 -1.81 -0.60 0.00
H -0.130 -4.196 -1.271 -0.08 0.73 0.44 -0.01
C 2.469 -2.519 -1.302 -0.14 -0.16 0.24 0.03
H 3.494 -2.449 -1.686 -0.12 -0.05 0.12 0.02
H 2.380 -3.397 -0.651 0.07 0.01 -0.30 0.00
H 1.767 -2.588 -2.145 0.24 0.04 0.27 0.00
C 3.243 -1.013 1.071 -0.20 -0.09 0.55 0.03
H 3.057 -1.917 1.648 0.17 -0.05 0.22 0.00
H 4.281 -0.995 0.745 0.07 -0.05 -0.18 0.02
H 3.042 -0.145 1.696 0.05 0.02 0.08 -0.01
C -3.145 0.992 0.311 0.51 0.52 0.29 0.04
H -4.136 1.169 -0.131 0.26 -0.12 -0.11 0.02
H -3.279 0.762 1.381 0.11 -0.10 -0.46 0.00
H -2.534 1.903 0.238 -0.31 -0.11 -0.04 0.00
C -3.338 -1.821 -0.245 0.19 -0.18 0.29 0.03
H -3.495 -1.911 0.843 -0.11 -0.08 -0.43 0.00
H -4.309 -1.678 -0.751 0.30 -0.11 0.19 0.03
H -2.832 -2.726 -0.622 -0.41 0.38 0.15 -0.01
C 1.862 3.471 3.673 0.25 -0.31 -1.19 0.11
C 2.016 3.084 2.327 0.79 1.25 0.74 0.01
C 1.242 2.073 1.785 -0.51 -0.80 -0.56 0.16
C 0.341 1.322 2.565 -0.38 -0.03 1.22 0.06
C -0.355 0.165 2.090 0.77 2.29 1.34 0.42
C -1.227 -0.502 2.925 -0.33 -0.04 1.04 -0.33
C -1.479 -0.021 4.245 -1.20 -2.07 -0.94 0.13
C -0.812 1.066 4.735 0.99 1.64 0.90 0.17
C 0.146 1.737 3.940 -0.03 -0.35 -0.81 0.01
C 0.908 2.814 4.459 -0.33 -0.13 0.17 0.23
H 2.466 4.270 4.089 -0.09 -0.08 -0.05 0.00
H 2.754 3.600 1.688 -0.51 -0.25 0.47 0.00
H 1.300 1.825 0.716 0.14 0.24 0.44 0.03
H -1.711 -1.406 2.555 -0.14 0.13 0.35 0.00
H -2.224 -0.553 4.877 0.66 0.43 -0.54 0.00
H -0.982 1.458 5.761 -0.01 -0.52 -0.78 0.00
H 0.740 3.128 5.490 0.08 -0.07 -0.21 0.00